[1]
DFT (ωB97M-V/def2-TZVPD) results for a structure of composition C7H39NO17STl at a distorted geometry.

Element x y z (Å)
Tl1 -1.55 -0.70 2.01
S1 1.09 0.58 -0.16
O1 1.09 0.33 1.30
O2 -0.31 0.26 -0.52
O3 1.36 1.98 -0.48
O4 2.04 -0.32 -0.81
C1 1.33 -2.96 0.83
O5 -0.04 -2.79 0.60
C2 -0.59 -3.52 -0.47
C3 -2.11 -3.46 -0.37
N1 -2.56 -2.07 -0.38
C4 -4.04 -2.05 -0.40
C5 -4.51 -0.61 -0.51
O6 -3.99 0.10 0.59
C6 -4.59 1.40 0.65
H1 1.90 -3.04 -0.11
H2 1.52 -3.96 1.24
H3 1.78 -2.21 1.46
H4 -0.29 -4.58 -0.44
H5 -0.20 -3.08 -1.39
H6 -2.41 -3.86 0.61
H7 -2.54 -4.06 -1.17
H8 -2.25 -1.65 -1.28
H9 -4.46 -2.45 0.52
H10 -4.32 -2.65 -1.27
H11 -5.57 -0.47 -0.75
H12 -4.20 -0.15 -1.46
H13 -4.56 1.96 -0.29
H14 -4.05 1.97 1.40
H15 -5.62 1.31 1.02
C7 1.86 3.30 2.93
O7 1.07 3.68 1.82
H16 2.90 3.62 2.82
H17 1.43 3.79 3.81
H18 1.88 2.21 3.03
H19 1.33 3.09 1.09
O8 3.30 -0.23 2.72
H20 2.60 0.24 2.22
H21 3.90 -0.58 2.03
O9 2.12 -2.24 -2.72
H22 1.99 -1.61 -1.97
H23 1.39 -2.07 -3.32
O10 -1.45 -1.01 -2.73
H24 -0.92 -1.23 -3.51
H25 -0.84 -0.51 -2.15
O11 0.83 -1.08 3.62
H26 1.61 -0.84 3.08
H27 1.16 -1.06 4.53
O12 3.53 3.64 -0.14
H28 2.75 3.07 -0.24
H29 4.23 3.07 0.20
O13 0.30 3.47 -2.54
H30 1.00 4.08 -2.79
H31 0.64 2.98 -1.76
O14 -1.80 2.07 1.06
H32 -1.74 2.28 0.10
H33 -1.85 2.93 1.49
O15 3.88 1.02 -2.51
H34 3.43 0.74 -1.70
H35 3.26 1.60 -2.96
O16 -1.89 2.04 -1.87
H36 -1.19 2.63 -2.24
H37 -1.41 1.32 -1.43
O17 4.53 -1.08 0.39
H38 5.10 -1.63 -0.15
H39 3.74 -0.93 -0.16

Results
* frontier orbital gap: 0.0995 hartree
* total charge: +1
* multiplicity: 1
* energy above the lowest of the compared OMol25 structures with the same formula, charge and spin: 0.0 kcal/mol

[2]
DFT (ωB97M-V/def2-TZVPD) results for a structure of composition C15H24NO10S2.

Element x y z (Å)
C1 3.72 1.35 1.92
C2 3.80 2.08 0.96
S1 4.03 2.75 -0.64
O1 5.47 2.92 -0.72
O2 3.18 3.91 -0.68
N1 3.63 1.58 -1.60
S2 2.13 1.19 -1.99
O3 1.29 2.29 -2.39
O4 2.25 0.07 -2.92
C3 1.37 0.45 -0.54
C4 0.03 1.03 -0.10
C5 0.02 2.54 0.22
C6 -1.11 3.26 -0.50
C7 -0.11 2.77 1.73
H1 3.59 0.71 2.77
H2 2.07 0.42 0.29
H3 1.23 -0.57 -0.87
H4 -0.74 0.77 -0.84
H5 -0.24 0.50 0.82
H6 0.96 2.98 -0.10
H7 -2.01 3.23 0.12
H8 -0.84 4.29 -0.74
H9 -1.34 2.76 -1.44
H10 -1.04 2.34 2.12
H11 -0.14 3.85 1.93
H12 0.75 2.37 2.28
C8 2.97 -3.89 -0.62
C9 2.51 -3.78 0.82
C10 1.03 -3.48 1.02
O5 1.03 -2.74 2.25
C11 2.24 -2.15 2.38
O6 2.51 -1.32 3.19
O7 3.11 -2.64 1.47
H13 2.79 -2.95 -1.15
H14 4.04 -4.10 -0.66
H15 2.43 -4.69 -1.12
H16 2.79 -4.66 1.39
H17 0.41 -4.36 1.11
H18 0.64 -2.83 0.23
C12 -5.78 -1.87 -0.93
C13 -5.16 -0.53 -0.67
C14 -4.03 -0.14 -1.59
O8 -3.22 0.71 -0.77
C15 -3.44 0.35 0.52
O9 -2.82 0.74 1.46
O10 -4.49 -0.51 0.60
H19 -5.03 -2.66 -0.83
H20 -6.58 -2.08 -0.22
H21 -6.20 -1.90 -1.94
H22 -5.92 0.25 -0.65
H23 -4.35 0.41 -2.48
H24 -3.43 -1.00 -1.90

Results
* frontier orbital gap: 0.2921 hartree
* total charge: -1
* multiplicity: 1

[3]
DFT (ωB97M-V/def2-TZVPD) results for a structure of composition C20H25N5O10SSr.

Element x y z (Å)
Sr1 1.11 -0.33 1.38
O1 -2.43 -2.37 3.20
C1 -1.47 -1.70 2.42
O2 -0.27 -1.81 2.82
C2 -1.77 -2.04 0.96
O3 -0.92 -1.31 0.07
C3 -0.24 -2.12 -0.92
C4 0.88 -3.02 -0.33
O4 0.80 -4.23 -0.56
O5 1.78 -2.39 0.31
H1 -1.94 -2.61 3.99
H2 -2.81 -1.82 0.73
H3 -1.59 -3.11 0.86
H4 0.20 -1.41 -1.61
H5 -0.97 -2.74 -1.45
N1 2.86 -1.65 5.29
C5 2.04 -0.44 5.37
C6 1.80 0.23 4.02
O6 2.79 0.17 3.20
N2 0.68 0.80 3.66
C7 -0.56 0.56 4.37
C8 -1.73 0.75 3.39
O7 -2.41 1.76 3.46
O8 -1.99 -0.15 2.46
H6 2.31 -2.37 4.83
H7 3.59 -1.44 4.61
H8 2.54 0.29 6.00
H9 1.09 -0.69 5.86
H10 -0.74 1.30 5.16
H11 -0.62 -0.44 4.80
C9 -4.45 -1.61 -4.33
C10 -3.22 -0.75 -4.13
C11 -2.38 -0.44 -5.19
C12 -1.23 0.30 -5.00
C13 -0.91 0.76 -3.73
C14 -1.74 0.46 -2.66
C15 -2.89 -0.29 -2.86
S1 0.55 1.76 -3.55
O9 1.45 1.37 -4.63
O10 0.10 3.15 -3.63
N3 1.03 1.33 -2.11
C16 2.18 1.85 -1.59
C17 3.06 2.73 -2.28
C18 4.17 3.21 -1.64
C19 4.44 2.84 -0.32
C20 3.55 1.97 0.28
N4 2.46 1.48 -0.32
H12 -4.68 -1.73 -5.39
H13 -5.32 -1.17 -3.84
H14 -4.30 -2.60 -3.90
H15 -2.62 -0.81 -6.19
H16 -0.56 0.52 -5.82
H17 -1.47 0.78 -1.66
H18 -3.51 -0.53 -2.01
H19 2.84 3.01 -3.30
H20 4.84 3.88 -2.17
H21 5.31 3.20 0.22
H22 3.71 1.63 1.30
N5 -0.47 1.81 0.61
H23 -0.29 1.98 -0.38
H24 -0.24 2.64 1.14
H25 -1.45 1.61 0.76

Results
* frontier orbital gap: 0.2663 hartree
* total charge: -2
* multiplicity: 1
* energy above the lowest of the compared OMol25 structures with the same formula, charge and spin: 9.6 kcal/mol

[4]
DFT (ωB97M-V/def2-TZVPD) results for an isolated molecule of C6H8N2O2 at a distorted geometry.

Element x y z (Å)
C1 1.56 1.43 -1.69
C2 0.65 0.62 -0.83
C3 0.96 -0.14 0.50
C4 -0.59 -0.23 0.33
N1 -0.61 1.19 -0.17
C5 -1.59 -0.74 1.28
N2 -2.84 -0.74 1.16
C6 -0.24 -0.58 -1.14
O1 -0.50 -1.37 -1.99
H1 1.99 2.26 -1.11
H2 2.37 0.81 -2.07
H3 1.00 1.85 -2.54
H4 1.56 -1.05 0.47
H5 1.26 0.53 1.32
H6 -0.33 1.81 0.59
O2 -1.23 -1.91 2.13
H7 -3.11 -1.62 1.80
H8 -0.31 -2.13 1.95

Results
* frontier orbital gap: 0.3817 hartree
* multiplicity: 1
* energy above the lowest of the compared OMol25 structures with the same formula, charge and spin: 98.6 kcal/mol

Calculated HOMO energy (eV), listed in the same order as above: -12.689 -5.874 -2.920 -9.927